The following is a DFT calculation (ωB97M-V with the def2-TZVPD basis set) of a molecular structure, C27H32N3O10ReSSi in a non-equilibrium geometry.

```
! RIJCOSX wB97M-V def2-TZVPD def2/J DEFGRID3
* xyz -1 4
Re 0.27 0.44 0.25
S -3.97 -2.28 -1.21
Si -2.17 2.69 0.54
O -5.11 -1.59 -1.80
O -1.24 1.34 0.76
O -3.99 -3.72 -1.04
O -0.76 -0.55 -1.05
O 2.79 -6.45 0.44
O 0.51 -2.76 2.75
O 1.75 -2.47 -4.26
O 3.05 -6.39 -1.73
O 0.61 -0.86 -3.30
O -0.08 -0.92 1.57
N 1.22 -1.94 -3.27
N -2.56 -1.78 -1.86
N 2.67 -5.90 -0.66
C -2.05 -0.32 1.51
C 2.51 0.80 -1.17
C -3.93 2.20 0.06
C 0.95 -2.72 0.42
C -3.71 -1.59 0.36
C 1.34 -2.64 -1.98
C 2.64 -0.04 -2.39
C -4.11 -1.00 2.62
C -1.46 3.76 -0.83
C 2.04 -4.57 -0.71
C 1.94 -3.91 -1.94
C 1.99 2.49 0.28
C 0.84 -2.05 -0.82
C 1.55 -3.99 0.46
C 2.90 1.52 2.47
C 1.47 3.76 0.84
C -2.24 3.71 2.11
C 2.94 0.42 0.12
C -1.87 -1.11 -0.99
C 0.42 -2.08 1.69
C -2.49 -0.95 0.36
C -2.87 -0.34 2.65
C 1.93 2.08 -1.07
C -4.55 -1.64 1.46
C 2.62 1.46 1.01
C 3.59 -0.87 0.43
C 1.39 2.90 -2.18
H 0.37 -1.06 -0.84
H 2.16 4.18 1.57
H -4.74 -1.01 3.52
H 1.32 4.51 0.06
H 0.51 3.61 1.33
H -0.45 4.08 -0.58
H 2.24 0.46 -3.27
H 2.10 -0.98 -2.27
H -1.24 4.03 2.41
H 1.97 3.82 -2.28
H -2.86 4.60 1.97
H 0.38 -1.26 -0.02
H 1.44 2.37 -3.13
H 3.82 -0.97 1.50
H -2.08 4.65 -0.98
H -4.55 3.09 -0.08
H 3.58 2.34 2.69
H 4.53 -0.99 -0.12
H 3.69 -0.28 -2.59
H 1.98 1.67 3.03
H -4.38 1.60 0.85
H 0.35 3.17 -2.00
H 1.63 -4.50 1.42
H 2.32 -4.37 -2.85
H -2.67 3.13 2.93
H -1.09 0.19 1.52
H -5.51 -2.15 1.42
H -2.54 0.15 3.56
H -1.43 3.21 -1.78
H -3.93 1.62 -0.86
H 2.93 -1.70 0.16
H 3.36 0.60 2.83
*
```

The calculated total energy comes out at -2730.0789 hartree. Its expectation value of S² is 3.784. The strongest force on any atom is 11.98 eV Å⁻¹.

Löwdin analysis output, partial charges in e: atom 1 (Re): 1.63, atom 2 (S): 0.66, atom 3 (Si): 0.40, atom 4 (O): -0.31, atom 5 (O): -0.47, atom 6 (O): -0.30, atom 7 (O): -0.15, atom 8 (O): 0.05, atom 9 (O): 0.07, atom 10 (O): 0.01, atom 11 (O): 0.04, atom 12 (O): -0.04, atom 13 (O): -0.20, atom 14 (N): -0.43, atom 15 (N): 0.04, atom 16 (N): -0.34, atom 17 (C): -0.15, atom 18 (C): -0.23, atom 19 (C): -0.14, atom 20 (C): -0.10, atom 21 (C): -0.23, atom 22 (C): -0.10, atom 23 (C): -0.03, atom 24 (C): -0.07, atom 25 (C): -0.16, atom 26 (C): -0.12, atom 27 (C): 0.12, atom 28 (C): -0.27, atom 29 (C): -0.07, atom 30 (C): 0.05, atom 31 (C): -0.04, atom 32 (C): -0.04, atom 33 (C): -0.15, atom 34 (C): -0.26, atom 35 (C): -0.43, atom 36 (C): -0.47, atom 37 (C): -0.11, atom 38 (C): -0.02, atom 39 (C): -0.25, atom 40 (C): -0.05, atom 41 (C): -0.28, atom 42 (C): -0.01, atom 43 (C): -0.03, atom 44 (H): -0.04, atom 45 (H): 0.09, atom 46 (H): 0.10, atom 47 (H): 0.08, atom 48 (H): 0.05, atom 49 (H): -0.01, atom 50 (H): 0.09, atom 51 (H): 0.03, atom 52 (H): 0.02, atom 53 (H): 0.09, atom 54 (H): 0.03, atom 55 (H): 0.08, atom 56 (H): 0.08, atom 57 (H): 0.08, atom 58 (H): 0.04, atom 59 (H): 0.04, atom 60 (H): 0.08, atom 61 (H): 0.09, atom 62 (H): 0.10, atom 63 (H): 0.08, atom 64 (H): 0.03, atom 65 (H): 0.02, atom 66 (H): 0.13, atom 67 (H): 0.13, atom 68 (H): 0.03, atom 69 (H): -0.01, atom 70 (H): 0.11, atom 71 (H): 0.11, atom 72 (H): 0.04, atom 73 (H): 0.04, atom 74 (H): 0.06, atom 75 (H): 0.07

=====

The following is a DFT calculation (ωB97M-V with the def2-TZVPD basis set) of 6 unconnected molecules or ions with the total composition C3H15NO4 in a non-equilibrium geometry.

```
! RIJCOSX wB97M-V def2-TZVPD def2/J DEFGRID3
* xyz 0 1
O -2.03 -1.94 -0.39
O -2.07 0.54 0.13
O 0.24 -1.66 -1.32
O -0.30 1.89 1.85
N 0.57 -1.73 1.92
C 2.08 1.09 0.24
C 0.43 1.79 -1.46
C 1.11 0.87 -0.71
H 0.33 -1.83 0.94
H 0.60 2.85 -1.48
H -2.06 0.88 -0.76
H 2.29 2.10 0.55
H -2.85 -2.12 -0.88
H 0.11 -0.93 2.34
H 1.50 -1.97 2.20
H -0.29 1.34 -2.13
H 0.39 1.66 1.27
H -2.25 -0.43 -0.09
H 2.68 0.28 0.60
H -0.81 -1.90 -1.09
H -1.08 1.61 1.37
H 0.48 -2.26 -2.03
H 0.93 -0.13 -1.07
*
```

The energy relative to the best compared isomer or geometry (same formula, charge and spin) comes out at 568.6 kJ/mol. The strongest force on any atom is 1.56 eV Å⁻¹.

natural (NBO) analysis output, partial charges in e: atom 1 (O): -1.18, atom 2 (O): -1.02, atom 3 (O): -1.08, atom 4 (O): -0.94, atom 5 (N): -1.10, atom 6 (C): 0.00, atom 7 (C): 0.05, atom 8 (C): -0.40, atom 9 (H): 0.41, atom 10 (H): 0.20, atom 11 (H): 0.44, atom 12 (H): 0.20, atom 13 (H): 0.44, atom 14 (H): 0.38, atom 15 (H): 0.36, atom 16 (H): 0.22, atom 17 (H): 0.43, atom 18 (H): 0.52, atom 19 (H): 0.24, atom 20 (H): 0.52, atom 21 (H): 0.51, atom 22 (H): 0.46, atom 23 (H): 0.33

=====

The following is a DFT calculation (ωB97M-V with the def2-TZVPD basis set) of C2H3N3O3 in the gas phase in a non-equilibrium geometry.

```
! RIJCOSX wB97M-V def2-TZVPD def2/J DEFGRID3
* xyz 0 1
O -0.21 -1.92 -1.04
O 1.38 -1.20 0.31
O -1.47 2.08 -0.62
N 1.66 0.07 0.94
N -1.53 0.68 -0.36
N 0.47 0.86 0.93
C 0.22 -1.11 -0.26
C -0.33 0.20 0.16
H 1.83 -0.17 1.92
H -1.18 2.48 0.23
H -1.76 0.16 -1.21
*
```

The SMILES is O=c1o[nH]nc1NO. The energy relative to the best compared isomer or geometry (same formula, charge and spin) comes out at 238.7 kJ/mol. The strongest force on any atom is 2.10 eV Å⁻¹.

natural (NBO) analysis output, partial charges in e: atom 1 (O): -0.56, atom 2 (O): -0.32, atom 3 (O): -0.54, atom 4 (N): -0.13, atom 5 (N): -0.30, atom 6 (N): -0.28, atom 7 (C): 0.68, atom 8 (C): 0.22, atom 9 (H): 0.36, atom 10 (H): 0.48, atom 11 (H): 0.39

=====

The following is a DFT calculation (ωB97M-V with the def2-TZVPD basis set) of 16 unconnected molecules or ions with the total composition C18H68N16O16 in a non-equilibrium geometry.

```
! RIJCOSX wB97M-V def2-TZVPD def2/J DEFGRID3
* xyz 0 1
O 3.65 -5.34 0.41
O -0.24 4.13 2.40
O -3.90 2.07 0.85
O -5.18 0.05 -1.66
O 1.78 1.76 -3.19
O -2.26 5.23 -3.25
O 0.30 -3.16 0.52
O 1.00 0.07 3.61
O -0.26 4.56 -0.36
O 2.77 4.58 1.82
O 4.40 -0.77 3.63
O -2.12 -2.43 -0.56
O -0.95 -2.03 -2.87
O -2.87 -3.68 2.41
O 4.17 -0.42 -1.36
O 1.27 -0.54 -0.34
N 3.46 -1.10 -3.47
N 5.07 -0.65 1.32
N 3.14 -2.49 -1.80
N 1.42 3.70 4.19
N 3.50 3.00 0.24
N 5.08 -3.63 1.10
N -1.60 3.17 -2.19
N -3.03 -1.37 1.91
N 2.93 -0.57 1.81
N -2.98 3.08 -3.91
N -0.45 1.45 -3.76
N 0.85 -0.23 -3.89
N -3.32 -1.97 3.98
N 2.98 -3.08 0.78
N -0.28 2.34 4.01
N 2.82 2.34 2.15
C 0.11 -4.54 0.18
C 0.06 -3.01 -3.02
C 4.19 -0.62 2.27
C 0.24 1.43 0.28
C 0.29 3.42 3.54
C 2.98 3.32 1.37
C -3.05 -2.32 2.80
C -1.06 5.70 -0.11
C 0.74 0.98 -3.56
C 0.03 0.14 -0.37
C -2.33 3.83 -3.09
C -3.74 0.03 -1.61
C 3.89 -4.04 0.78
C -2.91 -3.53 -0.76
C -4.40 -3.20 -0.97
C 3.65 -1.37 -2.19
C -3.40 3.37 0.71
C 0.20 -1.07 3.28
H 3.16 -2.72 -0.80
H 3.29 -1.85 -4.22
H -3.31 3.55 -4.79
H 0.99 1.99 -0.21
H 4.73 -0.67 0.36
H -0.68 -5.02 0.72
H -3.15 -1.02 4.37
H -0.10 1.83 4.85
H 3.42 3.78 -0.41
H 3.01 -2.07 1.15
H -2.39 3.30 0.89
H 0.89 -2.71 -3.71
H -0.62 2.04 0.10
H -0.32 -0.86 2.34
H 0.75 -2.02 3.21
H -0.70 -0.45 0.16
H 2.23 2.58 2.99
H -4.56 -2.70 -1.92
H -2.52 -3.90 -1.68
H -0.54 -2.75 0.34
H -1.77 5.46 0.66
H 1.07 -1.42 -0.69
H -1.60 5.93 -1.03
H 2.99 1.32 2.00
H 2.83 -3.30 -2.41
H -5.02 -4.08 -0.95
H 6.09 -0.66 1.62
H -2.81 -1.76 0.97
H 2.19 -0.55 2.62
H 2.54 -0.35 0.87
H -3.38 0.02 -0.57
H -3.35 -0.37 2.00
H 0.23 4.39 0.40
H -4.66 -2.55 -0.13
H -1.89 2.27 -1.86
H -3.25 -2.71 4.62
H 0.93 -5.13 0.53
H 0.48 -3.08 -2.04
H -1.71 -2.33 -3.45
H 0.50 0.90 3.49
H 0.15 -0.96 -3.75
H -3.36 0.90 -2.15
H -5.44 0.93 -1.57
H -1.26 2.04 3.58
H -0.79 2.34 -3.22
H 1.82 -0.63 -3.74
H -0.16 0.18 -1.42
H 3.93 -0.18 -3.74
H -3.87 4.23 1.28
H 5.34 -2.63 1.22
H -3.24 -0.73 -2.05
H -2.72 -4.25 0.02
H -0.29 -4.03 -3.29
H 3.43 2.07 -0.10
H -0.09 -4.84 -0.80
H -1.11 0.75 -4.13
H 5.86 -4.30 0.85
H -4.84 1.98 0.70
H -1.70 -2.17 -1.41
H -1.04 3.73 -1.51
H -0.43 6.45 0.23
H 1.95 -3.40 0.80
H -0.57 -1.09 4.09
H -2.92 2.07 -4.06
H -3.45 3.67 -0.34
H 0.36 1.48 1.37
H 1.77 3.10 4.96
H 2.02 4.43 3.68
*
```

The energy relative to the best compared isomer or geometry (same formula, charge and spin) comes out at 268.8 kJ/mol. The strongest force on any atom is 9.53 eV Å⁻¹.

Results of the Löwdin charge analysis, in e, for atoms 1 through 99: atom 1 (O): -0.14, atom 2 (O): -0.11, atom 3 (O): -0.12, atom 4 (O): -0.06, atom 5 (O): -0.09, atom 6 (O): -0.12, atom 7 (O): -0.14, atom 8 (O): -0.18, atom 9 (O): -0.14, atom 10 (O): -0.10, atom 11 (O): -0.11, atom 12 (O): -0.16, atom 13 (O): -0.16, atom 14 (O): -0.14, atom 15 (O): -0.10, atom 16 (O): -0.09, atom 17 (N): 0.11, atom 18 (N): 0.15, atom 19 (N): 0.19, atom 20 (N): 0.13, atom 21 (N): 0.21, atom 22 (N): 0.17, atom 23 (N): 0.13, atom 24 (N): 0.17, atom 25 (N): 0.07, atom 26 (N): 0.16, atom 27 (N): 0.14, atom 28 (N): 0.15, atom 29 (N): 0.17, atom 30 (N): 0.11, atom 31 (N): 0.11, atom 32 (N): 0.19, atom 33 (C): -0.11, atom 34 (C): -0.12, atom 35 (C): -0.62, atom 36 (C): -0.05, atom 37 (C): -0.54, atom 38 (C): -0.69, atom 39 (C): -0.63, atom 40 (C): -0.10, atom 41 (C): -0.73, atom 42 (C): -0.28, atom 43 (C): -0.57, atom 44 (C): -0.13, atom 45 (C): -0.63, atom 46 (C): -0.33, atom 47 (C): -0.03, atom 48 (C): -0.60, atom 49 (C): -0.16, atom 50 (C): -0.10, atom 51 (H): 0.04, atom 52 (H): 0.16, atom 53 (H): 0.15, atom 54 (H): 0.08, atom 55 (H): 0.06, atom 56 (H): 0.09, atom 57 (H): 0.14, atom 58 (H): 0.12, atom 59 (H): 0.13, atom 60 (H): 0.08, atom 61 (H): 0.02, atom 62 (H): 0.09, atom 63 (H): 0.05, atom 64 (H): 0.06, atom 65 (H): 0.10, atom 66 (H): 0.09, atom 67 (H): 0.09, atom 68 (H): 0.06, atom 69 (H): 0.09, atom 70 (H): 0.03, atom 71 (H): 0.05, atom 72 (H): 0.05, atom 73 (H): 0.08, atom 74 (H): 0.09, atom 75 (H): 0.16, atom 76 (H): 0.08, atom 77 (H): 0.17, atom 78 (H): 0.08, atom 79 (H): 0.10, atom 80 (H): 0.09, atom 81 (H): 0.07, atom 82 (H): 0.14, atom 83 (H): 0.01, atom 84 (H): 0.08, atom 85 (H): 0.09, atom 86 (H): 0.11, atom 87 (H): 0.08, atom 88 (H): 0.05, atom 89 (H): 0.16, atom 90 (H): 0.00, atom 91 (H): 0.05, atom 92 (H): 0.06, atom 93 (H): 0.04, atom 94 (H): 0.20, atom 95 (H): 0.07, atom 96 (H): 0.07, atom 97 (H): 0.09, atom 98 (H): 0.17, atom 99 (H): 0.11

=====

The following is a DFT calculation (ωB97M-V with the def2-TZVPD basis set) of a gas-phase ion, C9H16NO6S (charge -1) in a non-equilibrium geometry.

```
! RIJCOSX wB97M-V def2-TZVPD def2/J DEFGRID3
* xyz -1 1
S -1.52 -1.83 0.35
O 2.46 0.20 -4.26
O 0.24 1.68 -0.19
O -2.69 -2.25 -0.45
O 1.62 0.57 1.14
O -1.42 -2.72 1.52
O 0.72 -1.11 -4.82
N 1.94 0.16 -1.66
C -1.77 -0.12 0.89
C -0.68 0.61 1.74
C -0.40 2.36 3.58
C 1.47 -0.99 -2.48
C 1.56 -0.65 -3.99
C -1.28 1.85 2.46
C 0.50 1.04 0.87
C 0.04 -1.29 -2.01
C 0.03 -1.97 -0.62
H 0.83 -1.59 -0.01
H 0.60 2.66 3.23
H -0.88 3.16 4.14
H -1.98 0.48 0.00
H -0.24 1.56 4.30
H 2.13 -1.87 -2.39
H -2.23 1.58 2.90
H 2.71 0.58 -2.16
H -0.53 -0.35 -1.98
H -1.42 2.64 1.74
H -0.30 -0.11 2.47
H 1.20 0.88 -1.56
H -2.68 -0.14 1.47
H 2.23 -0.05 -0.70
H 0.19 -3.06 -0.77
H -0.44 -1.93 -2.76
*
```

The calculated total energy comes out at -1257.0280 hartree. The SMILES is CC[C@@H](CS(=O)(=O)CC[C@H]([NH3+])C(=O)[O-])C(=O)[O-]. The strongest force on any atom is 3.30 eV Å⁻¹.

natural (NBO) analysis output, partial charges in e: atom 1 (S): 2.11, atom 2 (O): -0.78, atom 3 (O): -0.81, atom 4 (O): -0.95, atom 5 (O): -0.78, atom 6 (O): -0.97, atom 7 (O): -0.73, atom 8 (N): -0.72, atom 9 (C): -0.64, atom 10 (C): -0.33, atom 11 (C): -0.60, atom 12 (C): -0.16, atom 13 (C): 0.74, atom 14 (C): -0.38, atom 15 (C): 0.77, atom 16 (C): -0.43, atom 17 (C): -0.64, atom 18 (H): 0.24, atom 19 (H): 0.22, atom 20 (H): 0.20, atom 21 (H): 0.26, atom 22 (H): 0.20, atom 23 (H): 0.21, atom 24 (H): 0.19, atom 25 (H): 0.45, atom 26 (H): 0.22, atom 27 (H): 0.22, atom 28 (H): 0.23, atom 29 (H): 0.47, atom 30 (H): 0.25, atom 31 (H): 0.45, atom 32 (H): 0.25, atom 33 (H): 0.26

=====

The following is a DFT calculation (ωB97M-V with the def2-TZVPD basis set) of a molecular structure, C24H24Br2N7O10Ti.

```
! RIJCOSX wB97M-V def2-TZVPD def2/J DEFGRID3
* xyz 3 1
Br 4.02 -4.52 -3.43
Br 4.16 3.24 -4.78
Ti 0.39 0.07 -0.22
O -7.05 -2.35 -1.08
O -0.71 0.48 -2.04
O -2.29 0.70 -3.45
O -2.17 -1.76 2.35
O 0.04 0.04 2.12
O -6.65 -1.08 -2.78
O -3.37 -3.50 1.90
O -0.47 1.72 0.37
O 2.05 -0.15 0.78
O -1.07 -0.98 -0.01
N 1.65 1.18 -1.49
N -6.34 -1.66 -1.77
N -2.09 2.82 1.48
N 1.25 -1.43 -1.41
N -1.90 0.27 -2.42
N -2.88 -2.44 1.63
N 3.52 -0.62 2.43
C 2.32 -0.38 2.02
C 2.27 -1.03 -2.20
C 2.38 0.44 -2.36
C 3.17 2.42 -3.45
C -2.80 -0.52 -1.59
C 2.44 3.18 -2.54
C 2.90 -3.29 -2.62
C 3.83 -0.87 3.85
C -2.87 3.11 2.70
C -4.10 -0.68 -2.05
C -2.34 -1.10 -0.40
C -1.18 1.91 1.43
C -4.95 -1.46 -1.29
C 4.68 -0.62 1.53
C -4.55 -2.05 -0.11
C 3.13 1.03 -3.36
C 1.03 -2.75 -1.26
C 1.82 -3.70 -1.85
C -2.39 3.70 0.34
C -0.87 1.00 2.61
C -3.26 -1.84 0.34
C 1.68 2.52 -1.59
C 1.12 -0.35 2.95
C 3.13 -1.92 -2.79
H -2.66 4.13 3.01
H 4.37 -0.34 0.53
H 1.27 0.35 3.77
H -3.93 3.03 2.46
H 1.61 -4.75 -1.71
H 5.41 0.09 1.91
H 0.20 -3.03 -0.63
H 2.94 -1.17 4.40
H -3.46 3.68 0.17
H 3.67 0.43 -4.07
H -4.44 -0.23 -2.97
H -5.25 -2.67 0.46
H -2.08 4.71 0.59
H 2.44 4.25 -2.58
H -2.63 2.43 3.50
H 4.27 0.03 4.30
H 5.11 -1.62 1.53
H 1.08 3.07 -0.88
H 0.93 -1.35 3.36
H 4.55 -1.68 3.90
H -0.42 1.60 3.41
H 3.97 -1.58 -3.39
H -1.86 3.35 -0.54
H -1.77 0.51 2.98
*
```

The energy relative to the best compared isomer or geometry (same formula, charge and spin) comes out at 8.3 kJ/mol. The strongest force on any atom is 0.73 eV Å⁻¹.

natural (NBO) analysis output, partial charges in e: atom 1 (Br): 0.26, atom 2 (Br): 0.25, atom 3 (Ti): 1.74, atom 4 (O): -0.31, atom 5 (O): -0.43, atom 6 (O): -0.21, atom 7 (O): -0.41, atom 8 (O): -0.50, atom 9 (O): -0.32, atom 10 (O): -0.27, atom 11 (O): -0.68, atom 12 (O): -0.67, atom 13 (O): -0.63, atom 14 (N): -0.50, atom 15 (N): 0.53, atom 16 (N): -0.29, atom 17 (N): -0.50, atom 18 (N): 0.56, atom 19 (N): 0.53, atom 20 (N): -0.29, atom 21 (C): 0.69, atom 22 (C): 0.20, atom 23 (C): 0.20, atom 24 (C): -0.01, atom 25 (C): -0.07, atom 26 (C): -0.25, atom 27 (C): -0.02, atom 28 (C): -0.42, atom 29 (C): -0.42, atom 30 (C): -0.11, atom 31 (C): 0.39, atom 32 (C): 0.69, atom 33 (C): 0.03, atom 34 (C): -0.42, atom 35 (C): -0.09, atom 36 (C): -0.23, atom 37 (C): 0.09, atom 38 (C): -0.25, atom 39 (C): -0.43, atom 40 (C): -0.16, atom 41 (C): -0.03, atom 42 (C): 0.10, atom 43 (C): -0.16, atom 44 (C): -0.23, atom 45 (H): 0.25, atom 46 (H): 0.23, atom 47 (H): 0.24, atom 48 (H): 0.25, atom 49 (H): 0.28, atom 50 (H): 0.25, atom 51 (H): 0.23, atom 52 (H): 0.22, atom 53 (H): 0.24, atom 54 (H): 0.26, atom 55 (H): 0.31, atom 56 (H): 0.31, atom 57 (H): 0.25, atom 58 (H): 0.27, atom 59 (H): 0.22, atom 60 (H): 0.25, atom 61 (H): 0.24, atom 62 (H): 0.23, atom 63 (H): 0.26, atom 64 (H): 0.25, atom 65 (H): 0.24, atom 66 (H): 0.26, atom 67 (H): 0.23, atom 68 (H): 0.26

=====

Q: strongest force on any atom of number 4 (C18H68N16O16)?
A: 9.53 eV Å⁻¹